Record 1
10
Properties=species:S:1:pos:R:3 method="wB97M-V/def2-TZVPD" de_lowest_kcal_mol=4.5 charge=0 multiplicity=3 orbital_gap_ev="7.682 / 9.918" e_lumo_ev="0.5 / -1.5" mol_weight_g_mol=111.0
F -2.108 1.256 0.706
H 2.208 -0.980 0.050
N 0.925 0.282 0.788
H 0.606 1.150 0.339
C -1.841 0.226 -0.183
O -1.006 -1.933 0.677
O 1.507 -0.374 -0.334
F -3.174 -0.267 -0.373
H -1.429 0.626 -1.166
C -1.055 -0.796 0.502



Record 2
6
Properties=species:S:1:pos:R:3 method="wB97M-V/def2-TZVPD" de_lowest_kcal_mol=21.7 charge=-1 orbital_gap_ev="6.374 / 6.648" e_lumo_ev="2.4 / 2.4" mol_weight_g_mol=202.0
O -0.208 2.610 0.881
S 1.893 1.192 0.034
N -0.210 0.319 0.669
I -2.710 0.532 0.997
C 0.275 1.560 0.558
H -0.018 -0.356 -0.055



Record 3
16
Properties=species:S:1:pos:R:3 method="wB97M-V/def2-TZVPD" de_lowest_kcal_mol=93.5 charge=+1 orbital_gap_ev=10.243 e_lumo_ev=-5.1 mol_weight_g_mol=97.1
H -1.768 -0.509 -1.296
C 1.727 0.115 -0.004
N 0.690 0.643 -0.207
H -2.871 -1.499 -0.292
C 3.037 -0.352 -0.091
C -0.625 1.016 0.053
H 3.165 -1.137 0.514
C -1.456 -0.037 0.745
H -2.250 0.609 0.881
H 3.307 -0.523 -1.179
H -1.815 2.408 0.066
C -1.815 -1.150 -0.356
H -1.128 -0.340 1.732
H 3.807 0.433 0.311
N -0.949 2.177 -0.342
H -1.056 -1.854 -0.533



Record 4
61
Properties=species:S:1:pos:R:3 method="wB97M-V/def2-TZVPD" de_lowest_kcal_mol=6.4 charge=-1 orbital_gap_ev=5.920 e_lumo_ev=2.0 mol_weight_g_mol=689.7
C 0.995 -2.940 -3.985
C 1.316 2.116 2.666
C -2.491 1.424 -2.364
H -3.412 2.498 0.148
H -1.966 2.291 -2.772
C -3.843 -3.399 -1.330
H -1.045 0.870 -0.883
H -2.666 0.321 -0.529
C 2.216 -4.431 -2.532
C -1.799 3.717 -0.483
S 0.381 -1.366 0.360
C 0.771 4.412 3.151
N 1.702 -2.268 -3.135
H 2.643 -5.268 -2.006
C -1.912 -2.131 -2.001
C -2.334 2.369 -0.004
S -0.005 3.842 -0.757
C -4.668 -2.535 -2.043
S -2.031 0.134 -3.550
H -4.276 -4.230 -0.789
S 1.127 -4.645 -3.838
C 3.791 -0.842 3.368
C 3.964 -0.375 2.074
H 3.012 -2.667 -1.525
C 2.398 -3.108 -2.298
C 2.345 -1.981 5.023
H 4.893 0.114 1.817
H 0.077 5.580 1.487
Ag 1.272 -0.148 -1.669
H -1.821 -3.853 -0.745
O 0.385 2.684 -1.609
H -3.568 1.575 -2.491
H 1.680 1.150 2.990
C 0.949 2.297 1.336
H -2.026 4.502 0.243
H -1.912 2.143 0.977
H 0.677 -2.099 2.986
H -5.739 -2.698 -2.063
S 3.408 0.180 -0.481
C 1.609 -1.614 2.727
N 2.132 -2.385 6.080
C 4.835 -0.667 4.333
C -2.093 1.163 -0.922
N 5.684 -0.525 5.097
C 2.585 -1.478 3.703
C -4.119 -1.465 -2.732
H 0.715 5.235 3.853
C 0.408 4.605 1.829
C 1.224 3.165 3.567
C 0.486 3.538 0.940
H -4.752 -0.790 -3.297
C 1.757 -1.136 1.418
C -2.745 -1.268 -2.690
H 1.520 3.013 4.598
O -0.547 -0.014 -3.493
H -2.243 4.021 -1.434
H -0.844 -1.954 -1.982
H 0.353 -2.479 -4.721
C 2.986 -0.492 1.073
H 1.031 1.490 0.617
C -2.471 -3.198 -1.311



Record 5
101
Properties=species:S:1:pos:R:3 method="wB97M-V/def2-TZVPD" charge=+1 orbital_gap_ev=7.897 e_lumo_ev=-3.6 mol_weight_g_mol=687.9
C -2.015 -1.547 -1.545
H 0.450 2.891 -0.201
H 3.519 -4.688 -0.087
C 5.146 8.234 2.847
H -14.005 1.715 0.483
C 2.285 -0.099 -0.470
H 2.660 2.652 -1.091
H 7.189 2.991 1.328
C 6.336 1.269 2.558
C -13.114 -0.849 -1.652
C 7.442 1.849 1.481
H 3.621 1.412 -2.605
H 2.445 -1.254 -0.380
H 0.188 -0.111 0.800
H 2.100 0.011 -1.644
C 5.358 6.157 1.561
C 2.729 2.198 0.011
O -16.054 1.944 -1.093
H 5.553 -3.368 -2.811
H -4.845 -3.340 -0.701
H -8.486 -1.345 -0.603
H 5.510 1.700 -2.575
H -12.214 0.017 0.143
O -6.345 -2.566 0.212
H 6.100 0.144 2.241
H 6.954 -3.250 -1.483
H 3.899 -1.102 -2.802
H 4.815 -2.029 0.106
C -15.176 1.109 -1.260
C -14.026 1.012 -0.340
C -2.829 -4.185 -0.760
C -1.413 -3.869 -1.033
C 4.879 -0.467 -2.909
C -15.226 0.159 -2.389
H 3.714 -2.740 -1.366
C 6.810 6.129 1.827
O -10.945 -5.078 -0.679
O 7.518 5.231 1.394
H -6.648 -5.122 0.552
C 3.614 1.172 2.545
H 2.595 1.760 2.747
H 6.820 1.205 3.627
H 3.132 3.118 0.608
H 3.516 7.171 1.850
N 3.583 0.245 1.365
H 7.298 1.291 0.440
C 4.696 0.922 -0.531
H 5.751 -3.280 1.798
H 8.552 1.691 1.845
C -7.534 -4.600 0.213
C 4.646 1.012 -2.165
C 6.598 8.206 3.113
H -4.138 -1.051 -1.384
N 3.345 0.835 0.153
C 4.731 -2.826 -0.747
H 4.954 3.000 1.793
H 6.995 9.018 3.710
H 4.997 -5.028 2.240
H 3.848 -3.461 2.006
H 6.872 -0.586 -1.645
H 0.001 -2.393 -1.604
C 5.948 -2.770 -1.858
H 2.920 -0.520 1.614
C -8.691 -5.230 -0.010
C -9.756 -3.043 -0.680
H -14.285 -1.455 -3.396
H -8.804 -6.298 0.136
C -1.034 -2.641 -1.399
C -7.403 -3.144 0.007
C -3.810 -3.092 -0.905
C 4.583 7.137 2.036
H 8.440 7.192 2.824
H 5.383 0.074 -0.102
H 4.961 5.345 0.964
C 4.837 -4.023 1.652
H 0.834 2.305 1.539
O 4.438 9.132 3.281
C 4.943 2.167 2.613
H -10.643 -2.521 -1.019
C 7.373 7.226 2.638
C -13.065 0.101 -0.523
C -3.431 -1.864 -1.271
H 3.728 0.472 3.507
C 4.631 -4.302 0.035
H -0.707 -4.682 -0.921
O -3.176 -5.310 -0.426
H 5.388 -5.091 -0.402
C 1.108 2.129 0.415
C 0.846 0.544 0.088
H 5.182 1.946 -0.158
C 6.246 -1.234 -2.410
H 4.921 2.692 3.682
O -12.236 -1.684 -1.819
H -16.077 0.243 -3.055
C -9.887 -4.499 -0.474
C -8.599 -2.413 -0.457
H 4.974 -0.204 -4.066
C -14.265 -0.752 -2.572
H 0.178 0.603 -0.895
O -1.668 -0.422 -1.878
H 6.929 -1.355 -3.373



Record 6
8
Properties=species:S:1:pos:R:3 method="wB97M-V/def2-TZVPD" de_lowest_kcal_mol=100.2 charge=-1 orbital_gap_ev=7.493 e_lumo_ev=4.5 smiles=[O-]P(O)NO mol_weight_g_mol=96.0
H 1.375 -1.524 -0.523
O 1.822 -0.737 -0.167
O -0.814 -1.619 -0.175
N 0.656 0.348 -0.169
O -1.688 0.960 -0.237
H 0.935 1.101 0.524
H -1.488 1.801 0.191
P -0.798 -0.330 0.556



Record 7
139
Properties=species:S:1:pos:R:3 method="wB97M-V/def2-TZVPD" charge=+3 orbital_gap_ev=6.338 e_lumo_ev=-9.3 mol_weight_g_mol=1163.9
H -0.156 2.277 -4.146
H 1.863 -5.133 1.032
H -4.497 4.532 -4.404
C -5.828 -1.917 -0.582
C 2.765 -4.940 1.603
H 1.736 8.282 2.644
H 1.908 -5.796 3.838
H 3.618 3.605 -0.807
H -1.199 -0.048 -4.130
C -5.169 -3.124 -2.559
H 0.020 -6.554 0.214
C -6.162 -2.631 -1.724
H 3.135 -5.885 1.993
C -0.345 1.444 2.880
H -0.729 1.295 1.842
H 3.154 -2.803 -0.115
Ir 0.245 0.542 0.142
H 1.634 -5.658 -4.041
C 4.645 1.120 -0.059
H 2.571 3.199 2.034
H -6.273 2.178 3.036
H -5.429 -3.667 -3.455
C -0.742 5.920 0.888
H -1.723 -1.413 4.272
H 1.213 4.330 -0.232
C -0.744 -4.570 -0.072
N 1.666 -1.940 1.345
H -3.206 -5.414 2.771
C 1.781 -2.703 2.466
C 0.627 6.457 2.785
H 3.427 -3.748 3.227
H -2.354 0.265 -1.988
Ge -2.056 4.770 -0.016
H -0.127 5.455 -2.290
C 1.515 3.324 -0.524
C -0.314 7.083 0.246
H 4.808 -2.675 1.410
C -0.611 0.337 -3.292
C -3.542 4.719 -3.942
H 6.571 -2.660 1.364
C -5.036 2.044 1.296
C 1.083 -2.045 3.490
N 3.191 -0.551 -0.067
H 1.390 3.218 -1.599
H -7.200 -2.796 -1.971
H 0.573 -4.666 3.635
H -2.403 0.209 4.185
C 2.462 -4.001 2.762
C -0.324 0.105 3.609
H -4.227 4.228 -1.968
C -1.693 -3.647 0.338
H -5.194 4.231 3.876
O -1.661 -0.969 0.320
C -4.498 -1.700 -0.257
H 0.057 0.263 4.623
C -4.859 3.778 2.956
C 4.513 -0.271 -0.025
H -4.221 -1.135 0.621
H -1.023 2.141 3.368
N 0.682 -0.828 -1.485
C -3.414 3.790 1.032
H -1.556 -7.087 2.019
H -1.039 1.314 -1.384
C 2.962 3.084 -0.101
C -1.082 5.242 -2.754
C -3.836 -2.923 -2.237
C 2.808 -4.780 -1.877
H 0.988 6.234 3.777
C -5.463 2.622 2.483
H -6.606 -1.537 0.061
H 2.984 4.746 1.282
C 5.861 -2.077 -1.169
H 0.655 1.879 2.861
H 1.095 1.649 -3.056
C 0.189 -0.799 -2.725
H -3.369 5.276 2.588
S -1.771 -2.127 -0.638
C -1.587 -6.116 1.553
H 0.705 -4.265 -4.545
H 2.119 -5.035 -1.079
H 6.831 -2.564 -1.112
H 0.898 8.838 0.391
C 0.375 1.384 -3.828
C -3.519 -2.236 -1.076
H -3.052 -3.308 -2.872
H -3.698 2.177 -0.372
C 3.206 3.681 1.291
H 6.564 -0.544 0.120
H 5.829 -1.478 -2.074
C 2.137 -3.893 -2.914
H 3.115 -5.703 -2.362
H 0.980 -2.359 4.506
H -0.715 7.344 -0.725
C 1.127 -4.767 -3.682
C -3.389 4.541 -2.578
C -1.580 0.966 -2.293
H -2.599 5.310 -5.770
C 3.354 1.637 -0.105
H 5.703 -1.393 2.228
H 4.243 3.556 1.589
H 3.530 -4.546 0.949
C -0.697 -5.813 0.535
C -2.579 -3.935 1.360
C -1.245 5.414 -4.118
C -3.832 4.361 2.234
N 2.502 0.611 -0.108
H -0.052 -4.301 -0.855
H 0.317 -5.080 -3.028
C -1.733 -0.492 3.696
C 1.640 -4.744 3.836
H 3.698 -4.328 -1.456
H -2.058 1.834 -2.742
H 0.838 2.605 -0.003
C 0.561 -0.892 2.935
H -0.425 5.765 -4.723
H -0.627 4.721 2.671
C 5.682 -2.036 1.352
H -3.318 -3.211 1.667
C 0.672 -1.914 -3.386
H -5.520 1.150 0.934
H 2.905 -3.584 -3.638
H 5.560 1.675 -0.056
C -2.516 -5.177 1.974
N 1.470 -1.910 -1.310
H 5.098 -2.843 -1.232
H 0.921 0.987 -4.677
C 5.684 -1.195 0.070
C -2.474 5.158 -4.709
C 0.583 7.926 0.877
H 0.485 -2.156 -4.410
N 0.927 -0.859 1.654
C -4.018 2.623 0.562
C -0.275 5.612 2.165
C 1.477 -2.614 -2.475
C 1.054 7.612 2.143
H -2.103 -0.704 2.695
C -2.157 4.806 -1.980
H 1.840 -4.358 4.830
B 2.421 -1.908 -0.042



Record 8
65
Properties=species:S:1:pos:R:3 method="wB97M-V/def2-TZVPD" charge=-1 multiplicity=3 orbital_gap_ev="3.209 / 2.888" e_lumo_ev="2.4 / 2.4" mol_weight_g_mol=613.4
C 1.810 -0.844 -3.659
O -0.550 2.164 4.980
H -1.821 3.887 -1.598
H 1.276 2.908 0.126
C -0.830 1.134 -1.761
H 1.312 -2.500 4.282
H -0.693 3.962 3.157
H 1.635 1.580 -0.971
C -1.948 -0.118 5.059
C 1.426 -1.525 3.808
H 2.360 0.581 1.359
H 0.898 1.500 -3.111
H 1.617 3.265 -1.569
C -1.452 -0.843 0.307
O -1.057 -0.766 -5.053
C -0.908 -3.259 -5.298
O 1.856 -0.846 -5.005
C 1.736 -1.293 2.426
C -0.076 3.112 2.840
C 0.255 -1.154 -1.677
H -0.315 2.834 1.808
H 0.123 -2.253 -1.700
H -0.490 -1.590 5.892
H 3.084 -0.955 -6.603
H -0.750 4.237 -0.227
C 3.168 -1.067 -5.524
H 2.150 1.754 3.759
O -0.591 -1.306 1.393
C -0.009 0.884 -3.064
C -1.282 3.439 -0.753
H -3.138 -1.765 2.393
H -1.954 0.657 5.821
C -2.571 -1.398 3.245
H 3.886 -0.343 -5.119
H -2.131 -0.049 0.695
C 1.846 0.736 3.529
C -0.340 2.415 -1.208
C 1.106 2.546 -0.903
H -1.975 -3.025 -5.332
H -0.735 -4.326 -5.181
H -0.616 1.107 -3.950
H -1.254 -3.157 3.793
H -1.881 1.345 -2.043
C -1.576 -2.134 3.989
H 1.368 -0.080 5.548
C -1.192 -1.319 5.110
O -0.307 -2.663 -4.142
C 1.496 -0.261 4.485
H -2.026 3.029 -0.058
W -0.419 -0.354 3.018
H -3.510 0.605 3.635
C -0.929 -0.400 -1.097
H -0.426 -2.872 -6.200
C -2.789 -0.156 3.917
H 0.981 3.397 2.900
H 1.902 -2.066 1.681
C -0.328 1.983 3.794
H -1.781 -0.770 -1.708
C 0.407 -0.589 -3.109
C 1.986 0.101 2.256
H 1.176 -0.932 -1.117
C -0.417 -1.327 -4.175
H 3.522 -2.076 -5.279
H -2.104 -1.726 0.144
O 2.787 -1.056 -2.959



Record 9
34
Properties=species:S:1:pos:R:3 method="wB97M-V/def2-TZVPD" de_lowest_kcal_mol=12.8 charge=-2 multiplicity=6 orbital_gap_ev="3.680 / 5.847" e_lumo_ev="5.7 / 5.7" mol_weight_g_mol=361.0
C -0.693 0.988 -2.091
C 1.647 0.948 -1.994
H -0.908 -1.296 -2.256
O 1.551 -0.847 0.583
H 2.717 1.203 -2.080
C -2.897 3.706 0.599
N 1.622 -2.154 0.299
C -1.656 3.357 2.511
H -1.036 3.651 3.354
H 4.102 -4.526 0.454
H -1.233 5.096 1.157
H 1.745 -1.205 -2.509
C 1.936 -4.882 0.071
Fe -1.006 1.610 0.177
H -0.421 -2.464 -0.098
Br 0.233 1.581 2.383
C 0.614 -4.366 -0.027
C -0.282 -0.388 -2.132
H 3.681 -2.049 0.506
C 0.524 -2.975 0.010
H -0.324 -4.963 -0.136
C 2.879 -2.732 0.334
H -2.984 1.678 3.261
C -3.468 2.607 1.293
C 0.563 1.811 -1.903
H -1.589 1.354 -2.551
C 1.131 -0.395 -2.088
H -4.385 2.099 1.023
C -2.725 2.396 2.487
C -1.763 4.151 1.329
H -3.318 4.172 -0.280
C 3.099 -4.095 0.309
H 2.052 -5.979 -0.025
H 0.591 2.910 -1.971



Record 10
13
Properties=species:S:1:pos:R:3 method="wB97M-V/def2-TZVPD" de_lowest_kcal_mol=23.3 charge=0 orbital_gap_ev=11.336 e_lumo_ev=0.6 smiles="N=C=O.CCO" mol_weight_g_mol=89.1
O 0.423 -1.022 1.020
C -0.429 1.151 0.552
N -0.763 -1.631 -1.515
H -0.855 1.290 1.550
H 1.533 0.706 1.339
C 0.817 0.291 0.617
H 1.219 -1.549 1.169
H 1.314 0.254 -0.365
C -0.723 -0.704 -2.293
H -1.191 0.676 -0.074
H -0.450 -1.607 -0.542
O -0.731 0.127 -3.123
H -0.197 2.129 0.123